[1]
Computed, not measured: a molecular structure, C12H29NO6SSi2 in a non-equilibrium geometry, with the ωB97M-V functional and the def2-TZVPD basis.

Calculated values
molecular weight	371.60	u
frontier orbital gap	0.354	Ha
total charge	0
LUMO level	0.0133	hartree
highest occupied orbital energy	-9.280	eV

Each line ends with the Mulliken charge.
Geometry (Å):
C1 -3.675 2.237 2.143  -1.1513
C2 -2.238 2.685 2.495  -0.5754
C3 -1.242 2.584 1.309  -0.4538
C4 0.135 2.028 1.732  -0.9912
Si1 0.921 0.828 0.524  0.3688
C5 2.739 0.671 1.043  -0.3378
C6 2.888 0.056 2.398  -0.2995
N1 3.317 -1.115 2.644  -0.7164
C7 0.173 -0.890 0.636  -0.0994
C8 -1.198 -0.993 1.348  0.0882
C9 -2.282 -1.702 0.517  -0.6637
O1 -3.141 -2.489 1.316  -0.4942
C10 -4.065 -1.737 2.068  -0.5912
O2 0.960 1.452 -1.023  -0.3234
Si2 -0.326 1.285 -2.061  0.4920
H1 -4.362 3.079 2.077  0.3661
H2 -3.714 1.714 1.187  0.2928
H3 -4.070 1.550 2.890  0.2311
H4 -1.901 2.063 3.322  0.2370
H5 -2.299 3.713 2.848  0.4931
H6 -1.726 1.959 0.562  -0.0297
H7 -1.099 3.594 0.933  0.5218
H8 0.851 2.851 1.798  0.4980
H9 0.117 1.550 2.712  0.5303
H10 3.193 -0.012 0.322  0.1396
H11 3.240 1.638 0.975  0.3550
H12 2.583 0.643 3.266  0.3825
H13 3.576 -1.589 1.777  0.2816
H14 0.884 -1.486 1.212  0.3846
H15 0.119 -1.383 -0.337  0.1742
H16 -1.084 -1.583 2.259  0.4126
H17 -1.585 -0.025 1.667  -0.2911
H18 -2.873 -0.947 -0.012  0.4228
H19 -1.819 -2.386 -0.190  0.2698
H20 -3.718 -1.574 3.092  0.2414
H21 -4.994 -2.302 2.131  0.3162
H22 -4.277 -0.771 1.604  0.1625
H23 -1.452 0.629 -1.367  -0.0991
H24 0.076 0.533 -3.252  -0.1989
H25 -0.754 2.622 -2.528  -0.2152
C11 3.548 -2.510 -4.887  -0.3766
C12 3.705 -1.005 -4.824  -0.3199
O3 2.556 -0.568 -4.085  -0.2969
S1 2.160 -1.664 -2.992  1.1423
O4 2.714 -1.304 -1.738  -0.5584
O5 0.785 -1.977 -3.132  -0.5677
O6 3.034 -2.862 -3.595  -0.3410
H26 2.822 -2.810 -5.645  0.2910
H27 4.489 -3.026 -5.055  0.3123
H28 3.705 -0.537 -5.803  0.2984
H29 4.604 -0.716 -4.276  0.2859



[2]
Computed, not measured: 2 unconnected molecules or ions with the total composition C12H17N in a non-equilibrium geometry, with the ωB97M-V functional and the def2-TZVPD basis.

Calculated values
molecular weight	175.28	u
frontier orbital gap	0.319	Ha
total charge	0
SMILES	CCc1c[nH]c2ccccc12.CC
energy relative to the best compared isomer or geometry (same formula, charge and spin)	0.9953	eV
LUMO level	0.0319	hartree
highest occupied orbital energy	-7.819	eV

Each line ends with the Mulliken charge.
Geometry (Å):
C1 -0.961 -2.351 -1.561  -0.9676
C2 -2.051 -1.293 -1.192  -0.6761
C3 -1.325 -0.242 -0.397  0.0814
C4 -1.021 -0.394 0.925  -0.5103
N1 -0.102 0.596 1.323  0.0236
C5 0.206 1.362 0.223  -0.4105
C6 1.095 2.435 0.063  -0.8711
C7 1.248 2.921 -1.207  -0.3616
C8 0.458 2.520 -2.309  -0.7686
C9 -0.482 1.529 -2.106  -0.3788
C10 -0.531 0.890 -0.847  1.2425
H1 -0.211 -1.824 -2.165  0.3137
H2 -1.194 -3.278 -2.087  0.3650
H3 -0.341 -2.663 -0.721  0.1829
H4 -2.272 -0.888 -2.182  0.2282
H5 -2.895 -1.722 -0.678  0.3889
H6 -1.264 -1.145 1.654  0.4545
H7 0.290 0.741 2.243  0.2142
H8 1.734 2.802 0.855  0.3514
H9 1.988 3.691 -1.404  0.3439
H10 0.565 2.868 -3.327  0.3960
H11 -1.305 1.381 -2.791  0.3573
C11 2.211 -2.570 2.705  -0.8413
C12 0.731 -2.838 3.056  -0.6131
H12 2.718 -3.513 2.928  0.3225
H13 2.246 -2.610 1.618  0.2134
H14 2.613 -1.671 3.148  0.3021
H15 0.094 -1.956 2.955  -0.0238
H16 0.660 -3.166 4.094  0.3739
H17 0.222 -3.518 2.370  0.2672



[3]
Computed, not measured: a single CH2F2O2 molecule in a non-equilibrium geometry, with the ωB97M-V functional and the def2-TZVPD basis.

Calculated values
⟨S²⟩	2.01
molecular weight	84.02	u
frontier orbital gap (spin up / spin down)	0.246 / 0.371	Ha
total charge	0
spin multiplicity	3
energy relative to the best compared isomer or geometry (same formula, charge and spin)	2.3856	eV
LUMO level (spin up / spin down)	0.0295 / -0.0700	hartree
highest occupied orbital energy (spin up / spin down)	-5.885 / -11.987	eV

Each line ends with the Mulliken charge.
Geometry (Å):
C1 0.523 -1.443 -0.154  0.4365
O1 -0.594 0.553 0.284  -0.3339
O2 -0.465 -0.741 0.835  -0.1947
F1 0.154 -2.627 -0.610  -0.1907
F2 1.759 -1.526 0.216  -0.1990
H1 0.491 -0.566 -1.023  0.1331
H2 -0.926 0.979 1.093  0.3487



[4]
Computed, not measured: a molecular structure, C24H44B2F4N2P2Zn, with the ωB97M-V functional and the def2-TZVPD basis.

Calculated values
molecular weight	585.58	u
frontier orbital gap	0.307	Ha
total charge	0
energy relative to the best compared isomer or geometry (same formula, charge and spin)	0.0000	eV
LUMO level	0.0186	hartree
highest occupied orbital energy	-7.858	eV

Each line ends with the Mulliken charge.
Geometry (Å):
Zn1 0.220 -0.550 1.698  0.6993
C1 3.423 2.266 0.765  -2.1320
C2 2.936 1.113 -0.118  2.4724
C3 1.573 1.507 -0.709  -2.3555
C4 3.919 0.901 -1.270  -1.9314
P1 2.623 -0.390 0.956  1.0456
C5 2.451 -1.777 -0.274  -1.1191
N1 1.094 -1.813 -0.789  -0.1523
B1 -0.113 -1.448 -0.089  0.6940
N2 -1.152 -1.515 -1.068  0.0985
C6 -2.534 -1.093 -0.897  -0.5649
P2 -2.614 0.590 -0.078  0.8265
C7 -3.146 1.662 -1.537  1.6948
C8 -4.320 1.196 -2.400  -1.7343
C9 -3.431 3.082 -1.041  -2.0983
C10 -1.886 1.710 -2.417  -1.7818
C11 -4.012 0.370 1.159  1.7317
C12 -3.562 -0.749 2.111  -1.7820
C13 -5.385 0.019 0.589  -1.9206
C14 -4.101 1.652 1.997  -1.8537
C15 -0.604 -1.903 -2.287  0.7542
C16 -1.190 -2.104 -3.526  -0.5751
C17 -0.376 -2.476 -4.592  -0.8178
C18 0.992 -2.652 -4.423  -0.7692
C19 1.587 -2.464 -3.179  -0.8607
C20 0.784 -2.086 -2.118  0.3117
C21 4.071 -0.881 2.023  2.0218
C22 5.403 -0.974 1.280  -1.8192
C23 4.176 0.104 3.195  -1.7026
C24 3.710 -2.252 2.617  -1.8068
H1 3.369 3.194 0.190  0.5180
H2 4.459 2.131 1.073  0.4149
H3 2.804 2.388 1.656  0.3813
H4 1.703 2.415 -1.305  0.7773
H5 0.834 1.725 0.066  0.2776
H6 1.165 0.733 -1.360  0.2996
H7 4.046 1.851 -1.795  0.5143
H8 3.547 0.184 -2.001  0.3750
H9 4.902 0.578 -0.929  0.2928
H10 2.711 -2.714 0.222  0.1556
H11 3.156 -1.646 -1.095  0.1755
H12 -3.079 -1.822 -0.296  0.3872
H13 -3.018 -1.067 -1.870  -0.1980
H14 -5.261 1.190 -1.855  0.2630
H15 -4.166 0.204 -2.824  0.2825
H16 -4.433 1.886 -3.242  0.5129
H17 -4.405 3.151 -0.557  0.3621
H18 -3.438 3.770 -1.891  0.5020
H19 -2.670 3.422 -0.336  0.4010
H20 -1.605 0.725 -2.794  0.2724
H21 -1.036 2.115 -1.865  0.2659
H22 -2.071 2.354 -3.281  0.5861
H23 -3.582 -1.735 1.648  0.3236
H24 -4.238 -0.774 2.970  0.5936
H25 -2.559 -0.567 2.500  0.1925
H26 -5.338 -0.820 -0.108  0.3019
H27 -5.837 0.867 0.077  0.3351
H28 -6.057 -0.263 1.405  0.5208
H29 -3.137 1.888 2.452  0.2347
H30 -4.825 1.505 2.803  0.5171
H31 -4.427 2.511 1.414  0.3280
H32 -2.256 -1.986 -3.670  0.4278
H33 -0.819 -2.637 -5.565  0.3969
H34 1.602 -2.950 -5.266  0.3960
H35 2.651 -2.624 -3.051  0.4544
H36 5.764 0.009 0.977  0.2921
H37 5.334 -1.606 0.392  0.3108
H38 6.156 -1.411 1.940  0.5041
H39 4.455 1.106 2.882  0.3224
H40 4.948 -0.254 3.881  0.5262
H41 3.238 0.170 3.748  0.3093
H42 3.814 -3.062 1.895  0.4054
H43 2.695 -2.266 3.022  0.3145
H44 4.393 -2.462 3.443  0.5623
F1 0.302 -1.003 3.728  -0.5319
B2 -0.014 0.339 4.228  0.8242
F2 1.088 0.868 4.833  -0.3382
F3 -0.259 1.030 2.958  -0.5829
F4 -1.143 0.315 4.975  -0.3328



[5]
Computed, not measured: 3 unconnected molecules or ions with the total composition C6H17NO3 in a non-equilibrium geometry, with the ωB97M-V functional and the def2-TZVPD basis.

Calculated values
molecular weight	151.21	u
frontier orbital gap	0.377	Ha
total charge	0
SMILES	CNC(=O)CC(C)C.O.O
energy relative to the best compared isomer or geometry (same formula, charge and spin)	0.6502	eV
LUMO level	0.0196	hartree
highest occupied orbital energy	-9.722	eV

Each line ends with the Mulliken charge.
Geometry (Å):
C1 0.455 2.534 0.318  -0.9128
N1 -0.003 1.988 -0.962  -0.0985
C2 -1.045 1.073 -1.064  0.1680
O1 -1.601 0.935 -2.142  -0.6460
C3 -1.418 0.235 0.151  -0.7478
C4 -0.706 -1.128 0.200  1.4226
C5 -1.094 -1.835 1.510  -1.6631
C6 -1.071 -1.979 -1.010  -1.5857
H1 -0.252 3.179 0.843  0.2926
H2 0.687 1.692 0.951  0.3469
H3 1.402 3.052 0.171  0.3187
H4 -0.020 2.603 -1.763  0.2416
H5 -1.181 0.838 1.024  0.4317
H6 -2.482 0.051 0.085  0.4081
H7 0.384 -1.030 0.138  -0.1622
H8 -0.524 -2.756 1.587  0.4291
H9 -0.875 -1.239 2.381  0.4241
H10 -2.139 -2.131 1.447  0.3518
H11 -2.132 -2.194 -1.124  0.3439
H12 -0.733 -1.474 -1.918  0.3460
H13 -0.542 -2.935 -1.042  0.4324
O2 2.675 0.441 1.737  -0.6333
H14 2.637 -0.518 1.808  0.3253
H15 2.506 0.614 0.791  0.2899
O3 2.445 -0.207 -1.021  -0.6778
H16 3.006 -0.029 -1.792  0.2778
H17 1.619 0.223 -1.305  0.2769



[6]
Computed, not measured: 2 unconnected molecules or ions with the total composition C10H16OS in a non-equilibrium geometry, with the ωB97M-V functional and the def2-TZVPD basis.

Calculated values
molecular weight	184.30	u
frontier orbital gap	0.335	Ha
total charge	0
SMILES	CCc1ccc(O)cc1.CSC
energy relative to the best compared isomer or geometry (same formula, charge and spin)	0.4294	eV
LUMO level	0.0278	hartree
highest occupied orbital energy	-8.370	eV

Each line ends with the Mulliken charge.
Geometry (Å):
C1 -1.051 -2.996 0.100  -1.3944
C2 0.022 -2.231 0.910  -0.3720
C3 -0.249 -0.782 1.147  0.3261
C4 -1.294 -0.124 0.495  -0.4161
C5 -1.521 1.248 0.745  -0.6851
C6 -0.686 1.929 1.639  0.9258
O1 -0.913 3.240 1.884  -0.5489
C7 0.346 1.269 2.290  -0.6727
C8 0.562 -0.083 2.030  -0.6815
H1 -1.189 -2.519 -0.860  0.3103
H2 -1.989 -3.053 0.611  0.3751
H3 -0.609 -3.976 -0.143  0.3600
H4 0.138 -2.687 1.877  0.4737
H5 0.983 -2.347 0.378  0.2418
H6 -1.899 -0.617 -0.195  0.4112
H7 -2.314 1.758 0.189  0.2554
H8 -1.657 3.563 1.433  0.2672
H9 0.988 1.829 2.963  0.4021
H10 1.377 -0.557 2.547  0.4145
C9 1.329 -0.620 -2.235  -0.4955
S1 1.671 0.803 -3.302  -0.1077
C10 1.149 2.142 -2.255  -0.7195
H11 0.345 -0.507 -1.753  -0.0843
H12 1.336 -1.556 -2.807  0.3434
H13 2.078 -0.637 -1.476  0.3006
H14 0.098 2.047 -1.981  0.1849
H15 1.174 3.147 -2.846  0.2968
H16 1.775 2.317 -1.384  0.2888



What is the formula in the first record?
C12H29NO6SSi2



Which of these has the lowest molecular weight?
CH2F2O2